Entry 1:
Entry from the OMol25 dataset: C41H47AsCl2FeN7O2Si as an isolated structure in a non-equilibrium geometry (ωB97M-V/def2-TZVPD).

Each line ends with the Löwdin charge.
Atoms and positions in Å:
Fe  -1.32  0.49  1.23  0.741
Cl  -7.28  -0.67  5.53  0.616
C  -5.96  -0.13  4.52  -0.670
C  -5.86  1.23  4.20  -0.134
C  -4.83  1.68  3.42  -0.567
Cl  -4.72  3.37  3.04  0.704
C  -3.82  0.80  2.90  -0.378
O  -2.88  1.24  2.17  -0.153
C  -3.96  -0.57  3.27  -0.116
C  -3.00  -1.57  2.84  -0.166
O  -2.03  -1.39  2.12  -0.028
C  -5.02  -1.01  4.07  -0.081
H  -6.60  1.94  4.55  0.103
H  -3.17  -2.59  3.23  0.135
H  -5.09  -2.06  4.32  0.112
C  -1.82  3.13  -2.70  -0.191
Si  -2.60  2.48  -1.09  0.350
C  -2.03  3.61  0.30  -0.176
C  -4.45  2.76  -1.27  -0.178
N  -2.20  0.87  -0.73  -0.142
C  -2.50  -0.17  -1.59  -0.393
C  -2.94  0.02  -2.93  -0.070
C  -3.15  -1.05  -3.79  -0.119
C  -2.94  -2.36  -3.39  -0.135
C  -2.51  -2.57  -2.08  -0.110
C  -2.30  -1.52  -1.21  -0.077
H  -1.14  3.97  -2.51  0.013
H  -2.59  3.48  -3.40  0.022
H  -1.25  2.34  -3.20  0.015
H  -1.59  4.53  -0.10  0.025
H  -1.28  3.14  0.94  -0.023
H  -2.87  3.88  0.95  -0.012
H  -4.66  3.81  -1.49  0.025
H  -4.97  2.50  -0.34  0.018
H  -4.88  2.15  -2.07  0.019
H  -3.11  1.02  -3.30  0.067
H  -3.49  -0.85  -4.81  0.090
H  -3.08  -3.19  -4.07  0.082
H  -2.33  -3.59  -1.73  0.097
H  -1.97  -1.71  -0.20  0.062
N  1.87  4.54  3.92  0.130
N  0.84  3.62  3.79  -0.293
N  -0.05  3.44  4.73  0.128
C  -0.77  2.45  4.20  -0.174
N  -0.29  2.07  3.01  0.013
N  0.74  2.85  2.77  0.100
H  1.46  5.41  4.24  0.091
H  2.26  4.66  2.99  0.094
H  -1.63  2.02  4.67  0.114
C  1.32  -5.88  -3.91  -0.061
C  1.22  -4.57  -3.17  -0.278
C  1.40  -3.36  -3.82  -0.028
C  1.32  -2.15  -3.14  -0.303
C  1.46  -0.88  -3.95  -0.081
C  1.10  -2.13  -1.75  -0.294
As  0.88  -0.28  -1.07  1.359
N  0.47  -0.29  0.75  -0.311
C  1.32  -0.83  1.73  -0.384
C  0.91  -0.87  3.08  -0.077
C  1.70  -1.40  4.08  -0.112
C  2.96  -1.93  3.80  -0.133
C  3.38  -1.93  2.48  -0.103
C  2.58  -1.40  1.47  -0.071
C  2.74  0.53  -1.06  -0.249
C  4.00  -0.04  -1.29  -0.276
C  4.27  -1.50  -1.59  -0.062
C  5.15  0.76  -1.26  -0.033
C  5.10  2.12  -1.00  -0.282
C  6.35  2.96  -0.94  -0.062
C  3.85  2.68  -0.79  -0.032
C  2.68  1.92  -0.82  -0.269
C  1.38  2.66  -0.60  -0.104
C  0.83  -3.35  -1.10  -0.263
C  0.43  -3.48  0.35  -0.047
C  0.92  -4.54  -1.82  -0.032
H  1.53  -5.72  -4.97  0.067
H  0.39  -6.45  -3.84  0.075
H  2.11  -6.51  -3.50  0.074
H  1.58  -3.35  -4.89  0.107
H  1.65  -1.12  -5.00  0.072
H  2.28  -0.25  -3.60  0.061
H  0.55  -0.29  -3.90  0.064
H  -0.07  -0.50  3.34  0.064
H  1.33  -1.40  5.10  0.092
H  3.58  -2.35  4.59  0.083
H  4.34  -2.36  2.21  0.095
H  2.92  -1.47  0.46  0.055
H  3.39  -2.13  -1.50  0.043
H  5.03  -1.88  -0.90  0.082
H  4.66  -1.62  -2.60  0.087
H  6.11  0.29  -1.44  0.112
H  7.24  2.37  -1.17  0.067
H  6.49  3.39  0.05  0.075
H  6.31  3.79  -1.65  0.074
H  3.77  3.75  -0.60  0.108
H  1.54  3.74  -0.61  0.076
H  0.94  2.39  0.36  0.024
H  0.64  2.41  -1.37  0.036
H  -0.12  -2.62  0.71  0.035
H  1.29  -3.62  1.00  0.081
H  -0.21  -4.36  0.46  0.080
H  0.73  -5.47  -1.30  0.115

Output
highest occupied orbital energy (alpha / beta)	-4.075 / -4.085	eV
total energy	-6833.803789	Eh
LUMO (alpha / beta)	0.079 / 0.079	hartree
multiplicity	5
expectation value of S²	6.012
total charge	-1

***

Entry 2:
Entry from the OMol25 dataset: C41H47BHgN14SSe as an isolated structure (ωB97M-V/def2-TZVPD).

Each line ends with the Löwdin charge.
Atoms and positions in Å:
Hg  -0.47  -0.32  0.27  0.768
C  -3.25  0.46  -2.85  -0.037
C  -2.42  1.68  -2.67  -0.376
C  -2.64  2.95  -3.24  -0.049
C  -1.63  3.74  -2.74  -0.092
N  -0.86  2.97  -1.94  0.011
N  -1.34  1.71  -1.90  0.100
B  0.38  3.36  -1.11  -0.632
N  1.60  2.52  -1.54  0.009
C  2.72  2.99  -2.14  -0.102
C  3.46  1.92  -2.58  -0.051
C  2.70  0.79  -2.21  -0.364
C  3.05  -0.63  -2.49  -0.040
N  1.59  1.17  -1.59  0.117
N  -0.01  3.22  0.39  0.021
C  -0.31  4.25  1.21  -0.089
C  -0.70  3.75  2.43  -0.032
C  -0.61  2.36  2.28  -0.362
C  -0.92  1.30  3.29  -0.055
N  -0.20  2.05  1.06  0.072
N  0.82  4.84  -1.26  -0.021
C  1.85  5.34  -0.54  -0.133
C  2.00  6.67  -0.88  -0.039
C  1.00  6.90  -1.84  -0.370
C  0.67  8.17  -2.56  -0.054
N  0.31  5.79  -2.06  0.115
H  -4.10  0.68  -3.49  0.071
H  -2.68  -0.36  -3.27  0.049
H  -3.62  0.12  -1.88  0.050
H  -3.43  3.24  -3.92  0.080
H  -1.40  4.77  -2.89  0.076
H  2.92  4.04  -2.23  0.100
H  4.41  1.94  -3.09  0.081
H  3.88  -0.68  -3.20  0.064
H  3.35  -1.14  -1.57  0.064
H  2.19  -1.17  -2.88  0.071
H  -0.25  5.27  0.88  0.111
H  -0.99  4.31  3.30  0.087
H  -0.88  1.71  4.30  0.070
H  -1.92  0.89  3.10  0.061
H  -0.21  0.48  3.17  0.021
H  2.39  4.73  0.15  0.130
H  2.72  7.37  -0.49  0.086
H  1.40  8.94  -2.30  0.063
H  0.68  8.02  -3.63  0.068
H  -0.32  8.52  -2.28  0.068
C  -1.91  -3.66  3.66  -0.114
C  -3.29  -3.83  3.44  -0.134
C  -3.94  -2.96  2.61  -0.065
C  -3.24  -1.88  2.00  -0.255
N  -1.89  -1.76  2.19  0.043
C  -1.28  -2.62  2.98  -0.201
C  -3.87  -0.87  1.23  -0.251
C  -5.25  -0.91  0.88  -0.069
C  -5.84  0.16  0.26  -0.135
C  -5.06  1.30  -0.03  -0.130
C  -3.71  1.23  0.25  -0.220
N  -3.11  0.21  0.83  0.046
H  -1.36  -4.30  4.33  0.072
H  -3.83  -4.63  3.93  0.083
H  -5.00  -3.08  2.44  0.076
H  -0.20  -2.49  3.08  0.037
H  -5.84  -1.79  1.08  0.078
H  -6.89  0.13  -0.01  0.082
H  -5.50  2.17  -0.50  0.077
H  -3.06  2.06  -0.03  0.094
S  -0.13  -2.61  -0.71  0.439
C  -2.03  -3.22  -3.52  -0.163
N  -2.93  -4.03  -2.96  -0.031
C  -3.20  -5.28  -3.69  -0.170
C  -2.31  -5.12  -4.93  -0.178
N  -1.69  -3.81  -4.68  -0.048
H  -3.27  -3.88  -2.03  0.115
H  -4.26  -5.36  -3.95  0.097
H  -2.92  -6.16  -3.09  0.102
H  -2.89  -5.09  -5.86  0.095
H  -1.56  -5.91  -5.02  0.098
H  -0.98  -3.43  -5.27  0.105
C  4.52  1.19  1.55  -0.054
N  4.20  0.68  2.86  -0.181
C  5.12  0.21  3.77  -0.093
C  4.40  -0.32  4.79  -0.095
N  3.07  -0.15  4.46  -0.180
C  1.95  -0.71  5.17  -0.055
C  2.92  0.45  3.25  -0.191
Se  1.66  -1.27  1.50  0.591
H  5.54  1.57  1.53  0.078
H  3.82  1.97  1.28  0.083
H  4.42  0.39  0.80  0.071
H  6.18  0.28  3.64  0.098
H  4.73  -0.79  5.70  0.097
H  2.26  -1.00  6.18  0.078
H  1.58  -1.58  4.63  0.063
H  1.15  0.02  5.22  0.076
C  1.23  -2.76  0.38  -1.075
C  2.04  -3.93  0.35  -0.381
C  3.10  -4.13  1.28  -0.093
C  3.85  -5.29  1.28  -0.139
C  3.61  -6.30  0.35  -0.156
C  2.59  -6.11  -0.59  -0.140
C  1.83  -4.97  -0.60  -0.094
H  3.28  -3.35  2.00  0.050
H  4.63  -5.42  2.02  0.083
H  4.20  -7.21  0.35  0.070
H  2.39  -6.89  -1.32  0.082
H  1.05  -4.84  -1.33  0.051

Output
highest occupied orbital energy (alpha / beta)	0.513 / -0.057	eV
total energy	-5335.054653	Eh
LUMO (alpha / beta)	0.155 / 0.155	hartree
total charge	-2

***

Entry 3:
Entry from the OMol25 dataset: C41H48AsN2OP2S2Ta as an isolated structure (ωB97M-V/def2-TZVPD).

Each line ends with the Löwdin charge.
Atoms and positions in Å:
Ta  0.54  0.25  -0.10  1.047
C  2.30  -2.61  1.46  -0.321
C  3.45  -2.03  0.63  -0.304
P  3.04  -0.43  -0.15  0.923
C  2.78  0.83  1.13  -0.487
C  2.61  2.17  0.70  -0.183
C  2.44  3.18  1.63  -0.050
C  2.42  2.89  2.99  -0.010
C  2.59  1.57  3.43  -0.018
C  2.76  0.55  2.51  -0.065
C  4.31  0.07  -1.29  -0.396
C  4.27  -0.47  -2.58  -0.105
C  5.31  -0.22  -3.45  -0.034
C  6.38  0.58  -3.05  -0.011
C  6.41  1.12  -1.77  -0.026
C  5.39  0.86  -0.87  -0.063
P  0.71  -2.24  0.66  0.972
C  -0.63  -2.61  1.79  -0.366
C  -0.55  -2.19  3.11  -0.089
C  -1.57  -2.49  4.00  -0.043
C  -2.68  -3.21  3.56  -0.034
C  -2.78  -3.61  2.24  -0.030
C  -1.76  -3.32  1.34  -0.077
C  0.65  -3.29  -0.79  -0.373
C  0.78  -2.77  -2.08  -0.134
C  0.83  -3.63  -3.18  -0.045
C  0.74  -5.00  -2.98  -0.014
C  0.61  -5.52  -1.70  -0.017
C  0.57  -4.67  -0.61  -0.067
H  2.29  -2.25  2.49  0.071
H  2.39  -3.70  1.52  0.118
H  3.69  -2.68  -0.21  0.110
H  4.37  -1.92  1.21  0.122
H  2.74  2.42  -0.34  0.082
H  2.36  4.21  1.30  0.134
H  2.32  3.69  3.71  0.138
H  2.62  1.36  4.49  0.137
H  2.95  -0.45  2.88  0.104
H  3.44  -1.10  -2.89  0.097
H  5.29  -0.64  -4.45  0.126
H  7.19  0.77  -3.73  0.132
H  7.25  1.72  -1.46  0.130
H  5.43  1.26  0.13  0.118
H  0.31  -1.64  3.47  0.101
H  -1.49  -2.19  5.04  0.126
H  -3.46  -3.47  4.26  0.131
H  -3.63  -4.18  1.90  0.128
H  -1.83  -3.66  0.32  0.110
H  0.86  -1.70  -2.25  0.036
H  0.93  -3.23  -4.18  0.122
H  0.78  -5.67  -3.83  0.132
H  0.55  -6.59  -1.55  0.132
H  0.47  -5.09  0.39  0.126
C  -2.32  3.92  3.42  -0.044
C  -2.24  2.44  3.77  -0.210
N  -2.85  1.60  2.72  -0.070
C  -4.31  1.36  2.90  -0.150
C  -4.57  0.07  3.66  -0.039
C  -2.21  1.08  1.71  -0.544
S  -0.48  1.59  1.57  0.764
N  -2.91  0.29  0.87  0.171
C  -2.50  -0.38  -0.15  -0.347
O  -1.20  -0.33  -0.54  -0.343
C  -3.37  -1.18  -0.96  -0.168
C  -4.74  -1.25  -0.64  0.017
C  -5.58  -2.03  -1.40  -0.017
C  -5.08  -2.74  -2.49  0.001
C  -3.73  -2.67  -2.82  -0.028
C  -2.87  -1.90  -2.06  -0.018
H  -1.94  4.51  4.25  0.101
H  -3.36  4.23  3.26  0.092
H  -1.74  4.16  2.53  0.064
H  -2.79  2.22  4.68  0.138
H  -1.21  2.12  3.93  0.085
H  -4.77  1.35  1.92  0.120
H  -4.68  2.22  3.45  0.134
H  -4.23  -0.79  3.09  0.058
H  -5.64  -0.03  3.83  0.102
H  -4.08  0.07  4.63  0.089
H  -5.12  -0.70  0.21  0.118
H  -6.64  -2.09  -1.16  0.130
H  -5.75  -3.34  -3.09  0.133
H  -3.35  -3.23  -3.66  0.123
H  -1.82  -1.86  -2.31  0.098
C  -0.14  2.62  -4.90  -0.207
As  -0.43  2.61  -3.01  0.891
C  -0.09  4.33  -2.26  -0.207
C  -2.22  2.05  -2.60  -0.205
S  1.08  1.17  -2.25  0.290
H  -0.81  3.35  -5.34  0.073
H  -0.34  1.63  -5.30  0.061
H  0.89  2.90  -5.10  0.063
H  -0.79  5.04  -2.70  0.071
H  0.93  4.63  -2.51  0.062
H  -0.22  4.30  -1.18  0.042
H  -2.90  2.71  -3.14  0.074
H  -2.40  2.14  -1.53  0.038
H  -2.37  1.02  -2.94  0.049

Output
highest occupied orbital energy	-18.763	eV
total energy	-5546.527695	Eh
LUMO	-0.458	hartree
total charge	+4

***

Entry 4:
Entry from the OMol25 dataset: C41H48Cl3N6O4RuS2 as an isolated structure in a non-equilibrium geometry (ωB97M-V/def2-TZVPD).

Each line ends with the Löwdin charge.
Atoms and positions in Å:
Ru  -18.19  -13.43  0.41  1.246
C  -18.49  -16.03  3.92  0.016
C  -18.19  -14.86  3.19  -0.325
O  -18.48  -14.90  1.99  -0.061
C  -17.53  -13.66  3.78  -0.077
C  -17.14  -13.80  5.08  0.039
C  -16.53  -12.77  5.85  0.070
C  -16.30  -11.54  5.21  0.020
C  -16.68  -11.38  3.88  0.085
C  -17.33  -12.42  3.15  -0.327
O  -17.67  -12.17  1.96  -0.126
H  -19.04  -16.76  3.34  0.110
H  -19.16  -15.85  4.74  0.120
H  -17.57  -16.53  4.28  0.143
H  -17.33  -14.67  5.67  0.129
H  -16.29  -13.11  6.86  0.147
H  -15.78  -10.74  5.66  0.118
H  -16.53  -10.42  3.36  0.143
C  -16.25  -16.98  -2.38  -0.052
C  -17.64  -16.69  -2.90  -0.166
N  -18.73  -16.92  -1.92  -0.041
C  -19.51  -18.15  -2.02  -0.187
C  -19.05  -19.20  -1.04  -0.048
C  -19.00  -15.98  -1.04  -0.360
C  -20.35  -15.97  -0.36  -0.009
N  -18.12  -15.01  -0.79  -0.039
H  -15.64  -17.40  -3.21  0.112
H  -16.38  -17.66  -1.58  0.067
H  -15.70  -16.10  -1.99  0.078
H  -17.79  -17.43  -3.68  0.128
H  -17.79  -15.70  -3.27  0.114
H  -19.51  -18.53  -3.01  0.124
H  -20.52  -17.85  -1.81  0.102
H  -18.00  -19.57  -1.25  0.103
H  -19.60  -20.13  -1.10  0.089
H  -19.18  -18.82  -0.01  0.083
H  -21.02  -15.46  -1.01  0.077
H  -20.25  -15.51  0.65  0.055
H  -20.72  -17.02  -0.20  0.104
H  -17.24  -15.08  -1.33  0.056
Cl  -18.52  -6.42  0.09  0.732
C  -18.26  -7.51  -1.26  -0.601
C  -19.09  -8.56  -1.52  -0.121
C  -18.87  -9.42  -2.58  -0.020
C  -17.74  -9.23  -3.42  -0.151
C  -17.37  -10.29  -4.50  -0.260
C  -16.16  -11.14  -4.15  -0.042
N  -16.27  -11.52  -2.73  -0.012
C  -15.71  -10.76  -1.69  -0.004
C  -16.18  -11.23  -0.52  -0.072
N  -17.04  -12.26  -0.84  -0.114
C  -17.04  -12.43  -2.15  -0.131
O  -18.44  -11.23  -4.69  -0.132
C  -19.62  -10.74  -5.36  -0.135
C  -20.76  -11.45  -4.72  -0.307
C  -21.85  -10.82  -4.09  -0.960
Cl  -22.12  -9.13  -4.01  0.704
S  -22.90  -11.95  -3.33  0.996
C  -22.02  -13.28  -3.92  -0.435
C  -20.92  -12.86  -4.64  -0.147
C  -16.96  -8.11  -3.10  -0.558
Cl  -15.46  -7.82  -3.98  0.757
C  -17.17  -7.22  -2.08  -0.113
H  -19.97  -8.77  -0.99  0.093
H  -19.48  -10.30  -2.60  0.102
H  -17.10  -9.72  -5.42  0.163
H  -15.22  -10.52  -4.20  0.127
H  -16.01  -11.97  -4.82  0.145
H  -14.88  -10.08  -1.90  0.141
H  -15.94  -11.07  0.50  0.101
H  -17.68  -13.10  -2.70  0.138
H  -19.54  -10.97  -6.44  0.153
H  -19.63  -9.66  -5.22  0.108
H  -22.35  -14.32  -3.83  0.081
H  -20.34  -13.58  -5.19  0.113
H  -16.62  -6.34  -1.97  0.099
C  -20.57  -7.11  3.35  -0.054
C  -20.76  -8.24  2.27  -0.246
C  -19.68  -9.30  2.31  -0.178
N  -19.86  -10.37  1.33  0.065
C  -20.53  -11.51  1.38  -0.717
S  -20.35  -12.61  0.03  0.709
N  -21.33  -11.87  2.35  0.127
C  -21.04  -11.55  3.76  -0.348
O  -20.00  -11.98  4.23  0.121
C  -21.98  -10.69  4.43  -0.181
C  -21.64  -10.20  5.70  -0.023
C  -22.53  -9.46  6.41  -0.022
C  -23.83  -9.18  5.86  -0.024
C  -24.17  -9.63  4.63  -0.053
C  -23.24  -10.38  3.89  -0.002
H  -21.26  -6.32  3.10  0.083
H  -19.51  -6.78  3.24  0.079
H  -20.77  -7.53  4.35  0.072
H  -20.65  -7.71  1.32  0.063
H  -21.77  -8.70  2.26  0.110
H  -19.64  -9.71  3.29  0.095
H  -18.72  -8.77  2.10  0.132
H  -19.28  -10.34  0.48  0.102
H  -21.82  -12.76  2.21  0.159
H  -20.66  -10.35  6.03  0.110
H  -22.26  -8.92  7.34  0.135
H  -24.53  -8.60  6.44  0.121
H  -25.17  -9.40  4.19  0.139
H  -23.58  -10.74  2.89  0.130

Output
highest occupied orbital energy (alpha / beta)	-14.567 / -14.567	eV
total energy	-4491.557224	Eh
LUMO (alpha / beta)	-0.300 / -0.399	hartree
multiplicity	5
expectation value of S²	6.048
total charge	+3